Below is a molecular structure, C4H7NO, with properties calculated with ωB97M-V with the def2-TZVPD basis set.

The geometry in XYZ format:
```
13
C4H7NO | the OMol25 dataset | ωB97M-V with the def2-TZVPD basis set
C 1.084 -1.144 -0.471
N -0.043 -0.390 0.003
C -0.786 0.544 -0.760
C -1.400 0.948 0.588
O -2.406 1.434 1.006
C -0.033 0.488 1.115
H 1.905 -0.485 -0.785
H 1.430 -1.805 0.331
H 0.764 -1.762 -1.317
H 0.043 1.639 -0.676
H -1.283 0.197 -1.682
H 0.242 0.087 2.105
H 0.531 1.601 0.540
```

As for the spin multiplicity: 1. For the LUMO energy, the calculation gives 0.794 eV. The calculation puts the max |F| at 0.0627 hartree/bohr. As for the energy above the lowest of the compared OMol25 structures with the same formula, charge and spin: 103.6 kcal per mole. Its HOMO energy is -9.6 eV.